Here is a 2-piece molecular cluster, C7H6Cl2NO4S overall at a distorted geometry from OMol25. Energies are from ωB97M-V with the def2-TZVPD basis set.

Calculated values
- Total charge: -1
- F_max: 0.10164 hartree/bohr
- LUMO energy: 0.59 eV

Last column: Löwdin charge in e.
Atoms and positions in Å:
Cl 3.04 0.96 0.97  0.748
C 1.37 0.72 1.14  -0.610
C 0.47 1.61 0.66  -0.002
C -0.98 1.37 0.78  -0.420
O -1.79 2.22 0.39  0.036
C -1.39 0.08 1.38  -0.571
Cl -3.02 -0.37 1.26  0.758
C -0.47 -0.80 1.93  -0.295
C 0.98 -0.52 1.82  -0.327
O 1.76 -1.45 2.05  0.087
H 0.81 2.59 0.30  0.123
H -1.44 -2.60 1.87  0.055
C -2.25 -4.30 4.66  -0.278
S -1.87 -4.56 2.91  0.475
N -0.76 -2.01 2.38  0.107
O -0.83 -5.57 2.77  -0.539
O -3.12 -4.69 2.16  -0.537
H -2.99 -5.06 4.96  0.028
H -1.33 -4.44 5.24  0.030
H -2.64 -3.29 4.80  0.032
H 0.00 -2.59 2.75  0.101

***

Here is one molecule with the formula C4H8N2O from OMol25. Energies are from ωB97M-V with the def2-TZVPD basis set.

Calculated values
- F_max: 0.01310 hartree/bohr
- Structure (SMILES): N[C@H]1CC/C1=N\O
- LUMO energy: 1.11 eV

Last column: Löwdin charge in e.
Atoms and positions in Å:
N 1.65 1.18 -0.15  0.043
C 0.35 0.72 -0.61  -0.341
C 0.36 -0.68 -1.30  -0.120
C -0.58 -1.25 -0.20  -0.092
C -0.48 0.09 0.49  -0.290
N -0.86 0.58 1.59  0.044
O -1.58 -0.35 2.33  -0.059
H 2.14 1.64 -0.92  0.073
H 1.52 1.87 0.58  0.072
H -0.23 1.47 -1.18  0.142
H 1.36 -1.12 -1.29  0.107
H -0.05 -0.70 -2.32  0.101
H -0.19 -2.09 0.38  0.115
H -1.59 -1.50 -0.53  0.116
H -1.81 0.14 3.13  0.088

***

Here is a 3-piece molecular cluster, C21H41Cl3N4O9P2 overall at a distorted geometry from OMol25. Energies are from ωB97M-V with the def2-TZVPD basis set.

Calculated values
- F_max: 0.03530 hartree/bohr
- Structure (SMILES): [H]/N=C\C[C@@](CCC(=O)O)(O[C@@](CN)([PH2]=N)[C@](Cl)(NC)P(C)C)/C(Cl)=C(\C)Cl.COC(=O)OC.COC(=O)OC
- LUMO energy: 0.40 eV

Last column: Löwdin charge in e.
Atoms and positions in Å:
H -2.46 2.43 0.58  0.067
N -2.71 1.56 1.05  0.124
C -1.94 0.63 0.64  -0.214
C -0.83 0.76 -0.36  -0.090
C -0.92 -0.11 -1.65  -0.369
C -1.42 0.67 -2.89  -0.088
C -2.27 1.94 -2.65  -0.089
C -1.56 3.24 -2.84  -0.558
O -1.26 4.00 -1.95  0.111
O -1.26 3.50 -4.13  0.097
O 0.41 -0.67 -1.84  -0.227
C 1.51 -0.09 -2.48  -0.585
C 1.51 -0.35 -4.03  -0.287
N 0.40 -1.19 -4.49  0.033
P 1.84 1.75 -2.25  0.805
N 1.88 2.39 -0.84  -0.256
C 2.73 -0.85 -1.81  -0.862
Cl 2.49 -2.62 -2.27  0.676
N 2.74 -0.66 -0.39  -0.110
C 2.06 -1.59 0.50  -0.133
P 4.38 -0.38 -2.60  0.879
C 5.19 0.82 -1.47  -0.297
C 5.46 -1.84 -2.61  -0.335
C -1.78 -1.38 -1.41  -0.584
Cl -0.90 -2.81 -0.99  0.766
C -3.12 -1.47 -1.46  -0.722
C -4.12 -0.38 -1.74  -0.102
Cl -3.90 -2.99 -1.16  0.676
H -2.09 -0.37 1.07  0.121
H -0.67 1.82 -0.59  0.092
H 0.10 0.46 0.15  0.116
H -2.03 -0.02 -3.47  0.112
H -0.60 0.93 -3.56  0.077
H -2.73 1.98 -1.67  0.095
H -3.10 1.92 -3.37  0.129
H -0.78 4.35 -4.12  0.133
H 1.51 0.62 -4.56  0.095
H 2.45 -0.83 -4.31  0.055
H -0.30 -0.62 -4.95  0.059
H 0.75 -1.81 -5.22  0.076
H 0.88 2.32 -3.10  0.002
H 3.02 1.89 -3.00  0.006
H 2.76 2.81 -0.60  -0.035
H 3.71 -0.62 -0.09  0.083
H 2.61 -2.53 0.65  0.073
H 2.01 -1.11 1.49  0.087
H 1.04 -1.79 0.19  0.002
H 5.71 1.54 -2.10  0.033
H 5.93 0.34 -0.83  0.042
H 4.47 1.34 -0.83  0.012
H 6.41 -1.53 -3.06  0.039
H 5.01 -2.60 -3.25  0.005
H 5.65 -2.31 -1.64  0.043
H -5.12 -0.77 -1.61  0.066
H -4.06 -0.04 -2.78  0.076
H -4.01 0.48 -1.08  0.065
C 3.11 -2.45 6.22  -0.036
O 3.84 -3.67 6.07  0.006
C 3.97 -4.08 4.81  -0.629
O 3.54 -3.52 3.84  0.117
O 4.66 -5.22 4.81  0.006
C 4.87 -5.78 3.51  -0.038
H 3.08 -2.25 7.29  0.093
H 3.61 -1.64 5.70  0.097
H 2.09 -2.56 5.84  0.098
H 5.44 -5.09 2.89  0.096
H 3.92 -6.01 3.03  0.098
H 5.44 -6.69 3.67  0.093
C -8.41 4.44 4.36  -0.047
O -7.66 3.23 4.51  -0.002
C -6.50 3.22 3.85  -0.632
O -6.08 4.13 3.18  0.119
O -5.91 2.06 4.06  0.004
C -4.64 1.91 3.40  -0.052
H -9.32 4.30 4.95  0.091
H -7.85 5.28 4.75  0.096
H -8.67 4.61 3.32  0.096
H -3.94 2.66 3.77  0.095
H -4.74 1.98 2.33  0.060
H -4.28 0.92 3.67  0.089

***

Here is one molecule with the formula C4H10N2O at a distorted geometry from OMol25. Energies are from ωB97M-V with the def2-TZVPD basis set.

Calculated values
- F_max: 0.03857 hartree/bohr
- Structure (SMILES): NCC[C@H](N)C=O
- LUMO energy: 0.85 eV

Last column: Löwdin charge in e.
Atoms and positions in Å:
N -1.72 0.56 -1.08  -0.004
C -1.57 0.03 0.33  -0.251
C -0.16 0.46 0.77  -0.168
C 0.91 -0.18 -0.17  -0.366
N 1.29 -1.61 0.13  0.048
C 2.07 0.74 0.01  -0.261
O 2.42 1.48 -0.88  0.058
H -2.24 1.42 -0.98  0.064
H -2.18 -0.14 -1.66  0.067
H -2.35 0.30 1.06  0.106
H -1.56 -1.06 0.23  0.097
H -0.10 1.55 0.67  0.116
H 0.08 0.24 1.82  0.119
H 0.53 -0.22 -1.18  0.121
H 0.50 -1.95 0.65  0.050
H 1.44 -2.22 -0.66  0.070
H 2.65 0.58 0.94  0.134

***

Here is one molecule with the formula C4H4P2 at a distorted geometry from OMol25. Energies are from ωB97M-V with the def2-TZVPD basis set.

Calculated values
- F_max: 0.06883 hartree/bohr
- Structure (SMILES): C1=P[C@H]2[C@@H]3[C@H]2P13
- LUMO energy: -0.05 eV

Last column: Löwdin charge in e.
Atoms and positions in Å:
C -1.54 -0.95 0.02  -0.698
P -1.75 0.71 0.00  0.865
C 0.03 1.00 -0.03  -0.596
C 0.84 -0.04 0.71  -0.474
C 0.96 0.07 -0.75  -0.390
P 0.15 -1.52 -0.09  0.892
H -2.47 -1.70 0.00  0.036
H 0.26 2.11 0.17  0.105
H 1.60 0.20 1.49  0.110
H 1.92 0.12 -1.51  0.150

***

Here is an isolated ion of composition C8H14ClN2O and charge -1 at a distorted geometry from OMol25. Energies are from ωB97M-V with the def2-TZVPD basis set.

Calculated values
- Total charge: -1
- F_max: 0.08721 hartree/bohr
- LUMO energy: 3.42 eV

Last column: Löwdin charge in e.
Atoms and positions in Å:
C -2.04 2.26 -0.72  -0.007
C -1.19 1.32 -0.57  -0.161
C 1.08 -0.47 -1.57  -0.481
C -0.27 1.18 0.55  -0.203
C 0.62 -0.98 -0.22  -0.516
C -0.21 2.21 1.66  -0.020
C -0.74 -1.79 -0.37  -0.039
C 1.75 -1.83 0.33  -0.077
N 0.56 -1.09 -2.66  -0.546
N 0.47 0.07 0.74  -0.160
O 1.28 0.11 1.72  -0.100
Cl 1.18 -2.72 -3.00  0.311
H -2.62 2.38 -1.60  0.044
H -2.02 3.19 -0.17  0.047
H -1.19 0.51 -1.27  0.071
H 0.78 0.59 -1.77  0.107
H 2.22 -0.41 -1.66  0.113
H -0.45 3.12 1.22  0.040
H 0.82 2.16 2.05  0.084
H -0.87 1.97 2.44  0.070
H -0.36 -2.73 -0.91  0.056
H -1.55 -1.18 -0.89  0.075
H -1.15 -2.10 0.62  0.078
H 2.57 -1.06 0.28  0.097
H 1.81 -2.69 -0.43  0.063
H 1.71 -2.42 1.20  0.054

***

Here is a 2-piece molecular cluster, C8H8ClNO overall at a distorted geometry from OMol25. Energies are from ωB97M-V with the def2-TZVPD basis set.

Calculated values
- 2S+1: 3
- F_max: 0.08111 hartree/bohr
- LUMO energy (alpha / beta): -0.17 / -2.94 eV

Last column: Löwdin spin population.
Atoms and positions in Å:
C -2.19 1.43 0.02  -0.008
C -1.86 0.28 0.73  0.003
C -1.24 2.05 -0.77  0.002
C -0.59 -0.25 0.65  -0.007
C 0.04 1.52 -0.86  -0.002
C 0.37 0.36 -0.16  0.022
C 2.11 -1.44 0.48  0.035
C 1.72 -0.21 -0.31  0.097
N 2.34 -0.03 -1.40  0.652
O 3.34 0.13 -2.02  0.697
Cl 2.96 1.28 1.30  0.507
H -3.19 1.83 0.08  -0.001
H -2.60 -0.20 1.34  0.000
H -1.48 2.95 -1.31  0.000
H -0.35 -1.14 1.21  -0.001
H 0.79 2.01 -1.47  0.002
H 1.49 -2.29 0.18  -0.003
H 3.16 -1.68 0.30  0.001
H 1.98 -1.23 1.53  0.004